Record 1
{"formula": "C8H14O2Si3", "method": "ωB97M-V with the def2-TZVPD basis set", "homo_lumo_gap_ev": [5.25, 6.36], "multiplicity": 3, "lumo_energy_ev": [-0.04, -3.13], "homo_ev": [-5.3, -9.5], "total_charge": 0, "species": ["C", "O", "Si", "H", "C", "H", "C", "H", "Si", "C", "H", "H", "H", "H", "H", "C", "H", "C", "H", "C", "H", "C", "Si", "H", "H", "H", "O"], "xyz": [[-3.3780, 1.2785, 0.7606], [2.9160, -0.6459, 0.1640], [1.6443, 1.1196, 1.5133], [2.5889, 3.2295, -0.7600], [2.7454, -2.5868, -1.3379], [2.0372, 1.2682, -1.9832], [-1.9200, -0.6755, -0.4245], [0.9146, 1.7731, 2.5308], [0.3085, -0.7328, 1.5512], [-3.8173, 0.7914, -0.4489], [-1.7354, 1.2204, 2.2780], [0.1729, -2.1641, 2.2084], [0.5534, 2.7087, -1.0403], [2.9521, 0.9788, 2.0850], [-1.2464, -1.3595, -1.0211], [-1.3740, -0.2129, 0.8317], [2.2108, -2.1523, -2.2290], [-2.2243, 0.7196, 1.3869], [3.8389, -2.6321, -1.3141], [2.2292, -1.6297, -0.2091], [2.2186, -3.5173, -1.1369], [-3.0380, -0.1949, -1.1023], [1.7682, 2.1526, -0.7102], [-3.6934, 2.1726, 1.2388], [-4.5363, 1.3590, -0.9486], [-3.2662, -0.3417, -2.1703], [1.1301, -1.9262, 0.2877]], "forces_ev_per_angstrom": [[3.425, 0.127, 5.041], [-0.829, -1.165, -0.746], [0.843, -0.498, -1.482], [2.166, 2.162, 0.165], [-1.941, 1.393, 1.021], [-0.012, 0.469, 1.403], [1.313, -2.972, -3.976], [-0.959, 1.480, 0.836], [-0.557, -3.413, -1.627], [0.318, -3.031, -4.369], [-1.392, -0.254, -0.731], [-0.113, 1.717, 0.637], [-2.365, 0.896, -0.325], [0.710, -0.081, 0.370], [-0.920, 0.611, 0.668], [-0.147, 0.678, 1.513], [1.229, -0.447, 0.360], [1.837, 1.513, 1.470], [-0.491, 0.047, -0.496], [4.600, 1.265, -1.265], [0.496, -0.346, -0.156], [-1.628, 2.653, 0.823], [-0.251, -3.841, -0.132], [-0.729, 0.600, -0.015], [-1.217, 0.373, -0.963], [0.348, -0.588, 0.771], [-3.734, 0.653, 1.204]]}


Record 2
{"formula": "C8H14OPRe", "method": "ωB97M-V with the def2-TZVPD basis set", "homo_lumo_gap_ev": [6.05, 6.99], "relative_energy_kcal_mol": 0.00, "multiplicity": 4, "lumo_energy_ev": [-3.86, -4.80], "homo_ev": [-9.9, -11.8], "total_charge": 1, "species": ["H", "C", "C", "H", "C", "H", "H", "O", "H", "C", "H", "H", "C", "H", "H", "H", "C", "H", "C", "H", "H", "P", "C", "Re", "H"], "xyz": [[0.7791, 2.3158, 0.3797], [-0.1619, -1.9673, -2.0317], [-0.3510, -0.2434, 2.0218], [-1.6005, -1.2905, -3.5414], [-1.2332, 0.6119, 2.9090], [0.0294, 0.9014, -3.8344], [1.8357, -0.3582, 2.2498], [-0.6994, -0.3253, 0.7955], [2.2148, 0.4895, -2.1905], [-0.6730, -1.0792, -3.0222], [-1.0584, 0.6142, 3.9957], [-2.2787, 0.3164, 2.7483], [0.1931, 0.0773, -3.1292], [-1.2742, 2.6815, 0.5098], [1.7196, -1.8986, -0.7817], [0.9318, -0.8818, 3.6930], [1.3795, -0.2156, -2.3336], [-0.1633, 3.3835, -1.1736], [1.1435, -1.4177, -1.5870], [-1.1494, 1.6649, 2.5524], [1.0140, -1.9435, 2.2673], [-0.3873, 2.1876, -0.4460], [0.9105, -0.8866, 2.5916], [-0.3451, -0.0803, -1.1676], [-0.7756, -2.6560, -1.4748]], "forces_ev_per_angstrom": [[-0.388, 0.145, -0.127], [1.150, -0.022, -1.109], [-0.214, 0.117, -0.328], [0.036, 0.479, 0.100], [-0.196, 0.357, -0.287], [0.249, -0.479, 0.461], [-0.789, -0.197, 0.010], [0.862, -0.086, 3.241], [-0.425, -0.728, -0.334], [0.125, -1.193, -1.338], [0.375, -0.289, -0.586], [0.188, 0.092, -0.090], [0.078, -1.163, -2.644], [-0.376, 0.044, 0.016], [-0.032, 0.460, -0.741], [-0.246, 0.155, -0.509], [1.314, 1.126, 0.021], [-0.190, -0.387, -0.049], [0.094, -2.249, -0.262], [-0.065, -0.592, 0.216], [-0.137, 0.608, -0.005], [1.110, 1.296, 0.229], [0.009, -0.392, -0.376], [-2.771, 3.624, 4.891], [0.237, -0.725, -0.399]]}


Record 3
{"formula": "C8H14OSi", "method": "ωB97M-V with the def2-TZVPD basis set", "homo_lumo_gap_ev": [7.71, 8.45], "relative_energy_kcal_mol": 100.81, "multiplicity": 1, "lumo_energy_ev": [-0.98, -0.56], "homo_ev": [-8.7, -9.0], "total_charge": 0, "species": ["Si", "H", "C", "H", "C", "H", "C", "H", "H", "H", "H", "H", "C", "C", "H", "H", "C", "H", "H", "O", "H", "H", "C", "C"], "xyz": [[0.2258, -0.4958, 1.0912], [-3.2836, 1.9197, -1.3263], [-0.6035, -0.2970, -0.6176], [0.0570, 0.9221, -2.9822], [-2.3336, 2.1735, -1.0620], [0.2170, -2.1689, 2.9053], [-0.4239, -1.9472, 2.0776], [2.4724, 0.0503, 0.0152], [1.3690, 0.2799, -2.4237], [0.7320, 1.9708, 1.6059], [-1.5164, -1.8209, 2.3854], [-0.9265, 1.9185, 1.6794], [-1.2827, 1.4289, -0.9485], [-0.0054, 1.2919, 1.8901], [2.6694, -0.5410, 1.8254], [2.3543, -1.8185, 0.5991], [2.1495, -0.7381, 0.8349], [-2.1869, 3.2231, -1.4767], [0.0066, 1.2541, 3.0729], [-0.1929, -2.1396, -1.8946], [0.6585, -0.5914, -3.8652], [-0.4978, -2.8969, 1.3960], [0.4888, -0.0573, -2.9186], [-0.1474, -0.9201, -1.8629]], "forces_ev_per_angstrom": [[0.734, 1.586, 0.022], [-2.721, -1.439, 0.068], [-1.870, 5.139, -0.816], [-1.060, 0.227, -0.608], [2.446, 2.537, -1.574], [0.226, -0.130, 0.627], [-2.317, -1.285, -1.833], [-0.270, -1.879, 1.651], [1.555, -0.290, 0.094], [1.826, 0.814, -0.527], [1.523, 0.076, -0.053], [0.574, -1.364, -0.002], [2.022, -5.530, 1.461], [-2.279, -1.088, 2.523], [-0.518, 0.045, -1.232], [-0.013, 1.190, -0.286], [-0.447, 0.767, -0.089], [0.320, -0.926, 1.067], [0.193, -0.122, -2.222], [0.071, 0.112, -0.254], [0.013, 0.380, 0.458], [0.487, 1.694, 1.081], [-0.378, -0.564, 0.032], [-0.116, 0.051, 0.411]]}


Record 4
{"formula": "C8H15BF2IrN2O5P", "method": "ωB97M-V with the def2-TZVPD basis set", "homo_lumo_gap_ev": [6.73, 8.07], "relative_energy_kcal_mol": 68.14, "multiplicity": 2, "lumo_energy_ev": [-5.10, -5.11], "homo_ev": [-11.8, -13.2], "total_charge": 1, "species": ["H", "H", "H", "P", "C", "H", "H", "H", "C", "Ir", "C", "N", "H", "B", "N", "F", "H", "O", "H", "C", "H", "O", "F", "O", "H", "H", "C", "H", "H", "C", "O", "H", "C", "C", "O"], "xyz": [[1.9691, 3.2789, 2.3766], [0.5162, 4.2841, 2.2481], [1.9890, 4.7419, 1.3588], [0.8291, 2.9203, 0.2934], [0.6408, -2.6460, 0.3458], [0.2958, 4.8368, -1.0888], [0.1196, -5.7001, 0.6804], [-0.1182, -4.4254, 1.8936], [-0.2264, 3.9368, -0.7798], [-1.0381, 0.0333, -0.1455], [-3.7455, -0.7908, 1.2219], [0.3348, -1.5272, 0.4390], [1.9361, 1.9253, -1.5914], [-1.0099, -0.1460, -2.3960], [0.9992, -3.8695, 0.2213], [-0.5848, 0.8002, -3.2251], [2.9800, 3.1543, -0.8499], [0.0852, 1.7124, 0.8301], [-1.1341, 4.2053, -0.2387], [1.8556, -4.2807, -0.8686], [2.7723, 1.5751, -0.0623], [-2.9578, 1.3249, 0.1554], [-1.4093, -1.2158, -3.0621], [-5.2063, 1.0240, 0.2140], [1.3835, -5.0963, -1.4200], [2.8130, -4.6346, -0.4782], [0.5909, -4.8591, 1.1914], [-0.4991, 3.3550, -1.6592], [2.0312, -3.4477, -1.5466], [1.3853, 3.9105, 1.7108], [-4.5879, -1.0671, 2.0003], [1.4607, -5.2329, 1.7363], [2.2804, 2.3502, -0.6502], [-4.0536, 0.8278, 0.3718], [-2.6970, -1.2575, 0.7734]], "forces_ev_per_angstrom": [[0.058, -0.036, -0.006], [-0.049, 0.027, -0.003], [0.070, 0.116, 0.008], [0.707, 0.812, -0.462], [-0.445, 0.782, -0.210], [0.078, 0.128, -0.061], [-0.029, 0.085, -0.007], [0.043, -0.025, -0.036], [0.339, -0.394, 0.408], [-1.734, -0.143, 1.475], [-0.860, 0.053, 0.368], [-0.566, 1.312, -1.199], [-0.012, -0.028, -0.067], [0.093, 0.005, 1.117], [-0.048, 0.109, 0.132], [0.132, 0.455, 1.021], [0.078, 0.147, -0.057], [-0.978, -1.942, -1.010], [0.039, -0.014, 0.041], [0.612, -0.268, -0.520], [0.000, 0.032, 0.018], [2.816, 0.428, -0.934], [-0.124, -0.252, 1.026], [0.122, 0.060, 0.109], [-0.041, 0.093, 0.050], [-0.060, 0.056, -0.024], [-0.223, -0.677, 0.548], [0.009, -0.035, -0.054], [-0.022, -0.041, 0.052], [-0.261, -0.384, -0.568], [0.048, 0.055, 0.017], [-0.038, 0.084, -0.011], [-0.562, 0.237, 0.357], [-1.292, -0.441, -0.149], [2.100, -0.397, -1.367]]}